No. 1
C3H11NO3 | ωB97M-V/def2-TZVPD

The energy relative to the best compared isomer or geometry (same formula, charge and spin) is 6.5160 eV. As for the largest force on an atom: 4.15 eV Å⁻¹. The orbital gap (spin up / spin down) is 0.226 / 0.225 Eh. As for the highest occupied orbital energy (spin up / spin down): -7.10 / -7.09 eV.

```
! wB97M-V def2-TZVPD RIJCOSX def2/J DEFGRID3
* xyz 0 1
C -0.930 0.199 0.913
C -2.331 -0.265 0.574
O -0.897 1.385 1.633
O -0.141 -0.702 1.428
H -1.568 1.997 1.306
H 0.969 -0.500 1.035
H -0.257 0.525 -0.354
H -2.929 -0.351 1.482
H -2.806 0.456 -0.092
H -2.299 -1.221 0.060
C 0.379 0.413 -1.581
N 2.765 -0.913 -0.412
O 2.038 -0.051 0.372
H 3.464 -0.381 -0.927
H 3.228 -1.618 0.158
H 0.645 -0.634 -1.613
H 1.217 1.024 -1.879
H -0.549 0.635 -2.103
*
```

---

No. 2
C16H21BrCl14FN3O2P | ωB97M-V/def2-TZVPD

As for the largest force on an atom: 1.68 eV Å⁻¹. The orbital gap is 0.328 Eh. As for the highest occupied orbital energy: -12.43 eV.

```
! wB97M-V def2-TZVPD RIJCOSX def2/J DEFGRID3
* xyz 1 1
C 2.548 -3.336 1.684
C 3.323 -2.661 0.536
C 3.626 -1.164 0.781
C 3.084 -0.277 -0.373
C 3.944 0.961 -0.669
C 1.628 -0.009 -0.131
C 0.946 0.797 0.752
P 1.618 1.934 2.082
O 2.798 2.782 1.387
Br 0.021 3.463 2.288
N -0.389 0.528 0.482
F -1.356 1.109 1.199
C -0.589 -0.357 -0.476
C -1.791 -0.989 -1.107
Cl -2.312 -0.039 -2.512
C -2.944 -1.403 -0.187
C -4.028 -0.347 0.075
Cl -2.270 -1.985 1.380
N 0.659 -0.672 -0.842
O 0.900 -1.592 -1.849
C 1.266 -0.963 -2.955
N 1.829 -0.578 -3.884
H 1.479 -3.257 1.475
H 2.780 -2.925 2.660
H 2.760 -4.403 1.647
H 2.736 -2.807 -0.371
H 4.259 -3.190 0.364
H 4.697 -1.019 0.899
H 3.138 -0.861 1.709
H 3.133 -0.897 -1.266
H 3.329 1.825 -0.905
H 4.610 0.802 -1.513
H 4.571 1.228 0.177
H 3.612 2.696 1.899
H -1.389 -1.914 -1.512
H -3.402 -2.281 -0.628
H -3.934 0.548 -0.531
H -5.005 -0.812 -0.008
H -3.947 -0.032 1.107
C -0.286 4.727 -1.763
Cl -1.295 4.886 -3.197
Cl -0.800 5.846 -0.509
Cl -0.326 3.052 -1.173
H 0.734 4.964 -2.035
C -4.760 5.800 -4.002
Cl -5.756 4.341 -4.033
Cl -4.499 6.417 -5.633
Cl -5.482 7.032 -2.970
H -3.798 5.537 -3.587
C -4.133 1.818 4.476
Cl -2.980 1.361 3.207
Cl -3.285 2.187 5.973
Cl -5.115 3.181 3.951
H -4.787 0.974 4.654
C 1.941 -7.896 0.693
Cl 2.068 -7.658 2.436
Cl 2.366 -6.407 -0.167
Cl 2.960 -9.229 0.165
H 0.914 -8.138 0.457
*
```

---

No. 3
C6H17N2 | ωB97M-V/def2-TZVPD

The energy relative to the best compared isomer or geometry (same formula, charge and spin) is 11.9875 eV. As for the largest force on an atom: 5.51 eV Å⁻¹. The orbital gap is 0.179 Eh. As for the highest occupied orbital energy: -14.29 eV.

```
! wB97M-V def2-TZVPD RIJCOSX def2/J DEFGRID3
* xyz 1 1
C 0.392 -0.059 -0.740
N 1.261 -0.129 0.346
C 2.635 0.335 0.145
C 3.454 -0.138 1.306
C -1.150 0.287 -0.441
N -1.654 1.012 -1.660
C -3.295 -0.951 0.433
C -1.957 -1.054 -0.400
H 0.258 -0.967 -1.353
H 0.774 0.686 -1.540
H 0.791 0.483 1.043
H 2.621 1.347 0.121
H 3.120 -0.064 -0.759
H 3.378 0.414 2.239
H 2.872 -1.131 1.412
H 4.498 -0.199 1.088
H -1.239 0.510 0.665
H 0.529 2.290 -0.054
H -2.478 1.554 -1.348
H -0.797 1.534 -0.924
H -3.777 -1.979 0.401
H -3.020 -0.670 1.423
H -3.951 -0.028 0.174
H -2.032 -1.231 -1.428
H -1.232 -1.851 -0.149
*
```

---

No. 4
C4H7F | ωB97M-V/def2-TZVPD

The energy relative to the best compared isomer or geometry (same formula, charge and spin) is 1.9194 eV. As for the largest force on an atom: 3.28 eV Å⁻¹. The orbital gap is 0.405 Eh. As for the highest occupied orbital energy: -9.78 eV.

```
! wB97M-V def2-TZVPD RIJCOSX def2/J DEFGRID3
* xyz 0 1
C 1.544 1.507 0.071
C 1.869 0.313 0.515
F 1.485 -0.715 -0.288
H 0.843 1.622 -0.672
H 1.947 2.304 0.579
H 2.546 0.031 1.343
C -1.902 -0.979 -0.873
C -1.498 -0.689 0.344
H -1.658 -2.052 -1.168
H -2.608 -0.366 -1.358
H -2.013 0.183 0.784
H -0.555 -1.159 0.723
*
```

---

No. 5
C20H26N6O6 | ωB97M-V/def2-TZVPD

As for the largest force on an atom: 2.75 eV Å⁻¹. The orbital gap is 0.313 Eh. As for the highest occupied orbital energy: -8.02 eV.

```
! wB97M-V def2-TZVPD RIJCOSX def2/J DEFGRID3
* xyz 0 1
C 4.331 -0.073 -2.633
N 4.250 0.711 -1.400
C 3.567 0.410 -0.291
O 3.626 1.172 0.669
C 2.709 -0.871 -0.230
C 1.517 -0.721 0.732
C 0.300 -1.550 0.368
C 0.308 -2.951 0.504
C -0.831 -3.698 0.149
C -1.987 -3.047 -0.331
O -3.084 -3.774 -0.665
C -1.999 -1.642 -0.463
C -0.853 -0.905 -0.121
N 3.507 -2.042 0.163
C 3.779 -3.072 -0.636
C 4.579 -4.200 -0.030
O 3.418 -3.139 -1.803
H 4.815 -1.031 -2.438
H 3.333 -0.256 -3.037
H 4.915 0.467 -3.379
H 4.755 1.583 -1.365
H 2.289 -1.026 -1.224
H 1.208 0.322 0.734
H 1.831 -0.961 1.749
H 1.188 -3.456 0.874
H -0.835 -4.773 0.242
H -3.799 -3.221 -0.982
H -2.878 -1.138 -0.837
H -0.852 0.162 -0.247
H 3.866 -2.064 1.103
H 4.604 -5.031 -0.734
H 5.593 -3.858 0.163
H 4.112 -4.525 0.897
C -2.212 2.692 -2.777
N -2.163 2.596 -1.310
C -3.276 2.246 -0.567
O -4.330 1.958 -1.120
C -3.198 2.164 0.890
C -1.991 2.372 1.493
N -2.170 2.235 2.859
C -3.462 1.865 3.108
O -3.868 1.531 4.209
N -4.129 1.876 1.900
C -5.536 1.555 1.701
N -0.850 2.657 0.751
C 0.409 2.954 1.443
C -0.967 2.789 -0.635
O 0.038 3.015 -1.295
H -1.697 3.597 -3.119
H -3.237 2.742 -3.158
H -1.723 1.821 -3.226
H -1.433 2.020 3.519
H -6.026 2.343 1.120
H -6.056 1.465 2.661
H -5.635 0.608 1.162
H 1.281 2.755 0.811
H 0.433 4.007 1.739
H 0.517 2.336 2.339
*
```

---

The lowest largest force on an atom belongs to which entry? C16H21BrCl14FN3O2P